[1]
The following is a quantum chemistry calculation of C28H25Cl2N7O2Pt as an isolated structure, from OMol25.

CARTESIAN COORDINATES (ANGSTROEM)
1 Pt -0.058 -0.197 0.094
2 C 5.368 -3.566 -2.631
3 C 4.275 -3.104 -1.704
4 C 4.531 -2.797 -0.373
5 C 3.527 -2.321 0.443
6 C 2.213 -2.108 -0.008
7 N 1.286 -1.524 0.857
8 C 1.367 -1.799 2.206
9 C 1.541 -3.105 2.695
10 C 1.528 -3.375 4.047
11 C 1.370 -2.361 4.999
12 C 1.247 -2.680 6.467
13 C 1.249 -1.066 4.535
14 C 1.248 -0.798 3.171
15 N 0.964 0.515 2.701
16 C 1.660 1.579 2.896
17 C 1.083 2.840 2.590
18 C -0.262 2.902 2.456
19 N -0.262 0.590 2.052
20 C 1.959 -2.440 -1.350
21 C 2.983 -2.928 -2.157
22 N 0.659 -2.337 -1.921
23 C 0.327 -2.414 -3.226
24 C -1.042 -2.341 -3.311
25 C -1.468 -2.204 -1.988
26 N -0.436 -2.200 -1.147
27 H 6.143 -4.109 -2.090
28 H 5.843 -2.708 -3.113
29 H 4.975 -4.210 -3.419
30 H 5.531 -2.921 0.028
31 H 3.748 -2.063 1.470
32 H 1.648 -3.908 1.977
33 H 1.618 -4.402 4.384
34 H 1.891 -3.516 6.743
35 H 0.220 -2.964 6.709
36 H 1.506 -1.819 7.083
37 H 1.131 -0.245 5.235
38 H 2.683 1.439 3.220
39 H 1.682 3.736 2.561
40 H -0.813 3.830 2.359
41 H 2.762 -3.195 -3.182
42 H 1.062 -2.446 -4.008
43 H -1.635 -2.366 -4.209
44 H -2.471 -2.144 -1.593
45 N -1.249 1.298 -0.954
46 C -1.060 1.133 -2.417
47 C 0.397 0.758 -2.755
48 O 0.698 0.693 -3.941
49 O 1.127 0.568 -1.733
50 H -2.232 1.353 -0.714
51 H -0.793 2.154 -0.658
52 H -1.309 2.035 -2.978
53 H -1.701 0.325 -2.763
54 Cl -2.838 -0.450 1.326
55 C -3.191 0.650 2.613
56 C -4.455 0.562 3.176
57 C -4.817 1.382 4.227
58 C -3.886 2.259 4.750
59 C -2.627 2.348 4.183
60 Cl -1.480 3.360 5.017
61 C -2.249 1.588 3.063
62 N -0.973 1.737 2.460
63 H -5.147 -0.166 2.778
64 H -5.808 1.316 4.654
65 H -4.112 2.860 5.620

Orbital gap = 5.73 eV
LUMO level = -0.8 eV
HOMO energy = -6.533 eV
Relative energy (zero: lowest compared OMol25 entry of this formula, charge and spin) = 0.0 kcal per mole

***

[2]
The following is a quantum chemistry calculation of a 2-piece molecular cluster, C28H25ClNO4 overall, from OMol25.

CARTESIAN COORDINATES (ANGSTROEM)
1 C -2.292 3.347 -2.398
2 C -0.801 3.597 -2.388
3 O -0.086 2.467 -1.961
4 C 1.253 2.771 -1.897
5 C 2.130 1.651 -1.783
6 C 3.529 1.749 -1.784
7 C 4.182 2.994 -1.762
8 C 5.555 3.074 -1.822
9 Cl 6.315 4.604 -1.644
10 C 6.317 1.918 -1.959
11 C 5.701 0.679 -1.966
12 C 4.331 0.587 -1.849
13 O 1.670 3.926 -1.971
14 H -2.843 4.166 -2.864
15 H -2.503 2.426 -2.943
16 H -2.670 3.206 -1.386
17 H -0.422 3.827 -3.393
18 H -0.513 4.436 -1.737
19 H 1.675 0.677 -1.792
20 H 3.606 3.898 -1.708
21 H 7.387 2.003 -2.039
22 H 6.297 -0.215 -2.061
23 H 3.859 -0.378 -1.830
24 O -2.879 -0.342 -3.209
25 C -3.178 -1.183 -2.360
26 O -3.017 -2.401 -2.419
27 C -3.793 -0.641 -1.079
28 C -5.019 -1.456 -0.614
29 C -4.672 -1.937 0.767
30 C -3.379 -1.509 1.102
31 C -2.788 -1.958 2.276
32 C -3.498 -2.783 3.116
33 C -4.784 -3.185 2.796
34 C -5.373 -2.776 1.612
35 N -2.827 -0.736 0.040
36 C -1.494 -0.440 -0.157
37 C -0.560 -0.454 0.873
38 C 0.700 -1.017 0.770
39 C 1.564 -1.260 1.880
40 C 2.611 -2.195 1.760
41 C 3.401 -2.509 2.838
42 C 3.185 -1.898 4.058
43 C 2.171 -0.965 4.200
44 C 1.365 -0.654 3.134
45 H -4.041 0.417 -1.228
46 H -5.944 -0.868 -0.618
47 H -5.171 -2.311 -1.282
48 H -1.768 -1.718 2.505
49 H -3.034 -3.137 4.021
50 H -5.314 -3.845 3.460
51 H -6.351 -3.128 1.334
52 H -1.162 -0.396 -1.183
53 H -0.893 -0.138 1.848
54 H 0.979 -1.438 -0.180
55 H 2.745 -2.708 0.824
56 H 4.170 -3.260 2.739
57 H 3.800 -2.151 4.904
58 H 1.996 -0.496 5.153
59 H 0.573 0.065 3.256

Orbital gap = 3.02 eV
Total charge = -1
LUMO level = 0.1 eV
HOMO energy = -2.877 eV

***

[3]
The following is a quantum chemistry calculation of C28H25F15N4PdSi as an isolated structure, from OMol25.

CARTESIAN COORDINATES (ANGSTROEM)
1 Pd -0.467 0.079 -0.775
2 C -2.134 3.247 -0.888
3 N -2.211 1.945 -0.233
4 C -2.142 2.149 1.212
5 C -1.729 0.952 2.056
6 N -0.376 0.564 1.724
7 C 0.341 0.047 2.720
8 C -0.148 -0.515 3.947
9 F -1.472 -0.789 4.110
10 C 0.651 -0.889 5.009
11 F 0.081 -1.368 6.134
12 C 2.025 -0.811 4.938
13 F 2.810 -1.167 5.983
14 C 2.566 -0.345 3.749
15 F 3.906 -0.240 3.648
16 C 1.772 0.050 2.702
17 F 2.403 0.549 1.633
18 C -3.453 1.305 -0.670
19 C -3.686 -0.105 -0.153
20 N -2.516 -0.920 -0.376
21 C -2.557 -2.212 -0.078
22 C -1.511 -3.071 -0.540
23 F -0.566 -2.520 -1.332
24 C -1.417 -4.411 -0.273
25 F -0.393 -5.132 -0.759
26 C -2.394 -5.051 0.475
27 F -2.307 -6.373 0.755
28 C -3.458 -4.293 0.917
29 F -4.432 -4.891 1.628
30 C -3.546 -2.941 0.652
31 F -4.657 -2.327 1.143
32 H -2.931 3.919 -0.524
33 H -2.247 3.130 -1.962
34 H -1.167 3.710 -0.698
35 H -3.110 2.526 1.593
36 H -1.389 2.921 1.391
37 H -2.434 0.127 1.959
38 H -1.795 1.311 3.092
39 H -3.426 1.272 -1.757
40 H -4.323 1.920 -0.369
41 H -4.546 -0.507 -0.709
42 H -3.994 -0.058 0.896
43 C 4.403 -0.823 -0.892
44 Si 2.509 -0.929 -1.074
45 C 2.238 -1.962 -2.637
46 C 1.943 -1.965 0.422
47 N 1.641 0.541 -1.158
48 C 2.063 1.831 -1.047
49 C 3.399 2.235 -1.287
50 C 3.801 3.549 -1.120
51 C 2.907 4.534 -0.724
52 C 1.579 4.170 -0.513
53 C 1.165 2.867 -0.682
54 H 4.801 -1.819 -0.675
55 H 4.684 -0.160 -0.071
56 H 4.882 -0.466 -1.808
57 H 2.540 -3.002 -2.482
58 H 2.809 -1.555 -3.476
59 H 1.185 -1.964 -2.911
60 H 1.916 -3.028 0.169
61 H 0.944 -1.671 0.755
62 H 2.622 -1.833 1.267
63 H 4.120 1.493 -1.600
64 H 4.840 3.813 -1.300
65 H 3.232 5.559 -0.589
66 H 0.862 4.924 -0.199
67 H 0.143 2.574 -0.499
68 F -0.947 1.777 -2.953
69 C -0.961 0.372 -2.978
70 F -2.297 0.050 -3.212
71 C -0.315 0.092 -4.330
72 F -0.327 -1.219 -4.638
73 F -0.961 0.716 -5.357
74 F 0.955 0.515 -4.371

Orbital gap (spin up / spin down) = 6.21 / 5.90 eV
<S²> = 2.01
Total charge = -2
LUMO level (spin up / spin down) = 4.7 / 4.4 eV
HOMO energy (spin up / spin down) = -1.480 / -1.553 eV
Spin multiplicity = 3
Relative energy (zero: lowest compared OMol25 entry of this formula, charge and spin) = 16.9 kcal per mole

***

[4]
The following is a quantum chemistry calculation of C28H25N5O2S3SbSe4Tc as an isolated structure, from OMol25.

CARTESIAN COORDINATES (ANGSTROEM)
1 Tc -0.484 1.411 0.217
2 C 3.729 0.690 -0.850
3 C 2.284 1.120 -0.958
4 N 1.555 1.217 0.115
5 N 2.228 0.961 1.318
6 C 1.514 0.955 2.389
7 S -0.176 1.174 2.531
8 S 2.407 0.515 3.876
9 C 3.141 -1.018 3.218
10 C 2.175 -2.164 3.288
11 C 0.936 -2.212 2.393
12 C 0.387 -3.664 2.368
13 C 0.514 -4.506 3.593
14 C 1.492 -4.241 4.454
15 C 2.374 -3.093 4.232
16 C 1.791 1.446 -2.309
17 C 2.737 1.427 -3.363
18 C 2.425 1.713 -4.667
19 C 1.111 2.069 -4.994
20 C 0.157 2.101 -4.017
21 C 0.446 1.763 -2.668
22 O -0.570 1.728 -1.862
23 H 3.973 0.446 0.175
24 H 4.389 1.496 -1.170
25 H 3.908 -0.182 -1.482
26 H 4.013 -1.222 3.838
27 H 3.452 -0.765 2.207
28 H 0.253 -1.405 2.664
29 H -0.624 -3.685 1.963
30 H -0.165 -5.339 3.735
31 H 1.657 -4.861 5.328
32 H 3.231 -2.986 4.890
33 H 3.766 1.189 -3.137
34 H 3.195 1.674 -5.428
35 H 0.851 2.329 -6.014
36 H -0.861 2.398 -4.231
37 Se 1.006 7.394 0.057
38 Sb -0.815 5.960 -0.663
39 Se -0.394 3.660 0.456
40 Se -0.904 5.659 -3.092
41 Se -3.032 6.545 0.223
42 N -2.167 -0.274 -2.064
43 C -1.364 -1.182 -1.471
44 N -0.488 -0.978 -0.504
45 C 0.111 -2.196 -0.129
46 C 1.252 -2.385 0.871
47 C 1.396 -3.915 1.203
48 C 1.041 -4.957 0.204
49 C 0.167 -4.650 -0.746
50 C -0.320 -3.280 -0.831
51 S -1.508 -2.830 -1.992
52 H -1.738 0.670 -2.164
53 H -2.664 -0.616 -2.869
54 H 2.137 -1.855 0.507
55 H 2.374 -4.105 1.642
56 H 1.454 -5.955 0.302
57 H -0.179 -5.370 -1.478
58 O -2.576 0.961 0.392
59 N -3.703 1.588 0.197
60 C -4.836 0.858 0.281
61 C -6.065 1.460 0.155
62 C -6.150 2.829 -0.067
63 C -4.976 3.553 -0.160
64 C -3.758 2.912 -0.035
65 H -4.684 -0.195 0.458
66 H -6.952 0.845 0.240
67 H -7.111 3.316 -0.158
68 H -4.955 4.627 -0.311
69 H -2.809 3.423 -0.097

Orbital gap (spin up / spin down) = 4.54 / 4.54 eV
Total charge = -2
LUMO level (spin up / spin down) = 3.4 / 3.4 eV
HOMO energy (spin up / spin down) = -1.150 / -1.150 eV
Relative energy (zero: lowest compared OMol25 entry of this formula, charge and spin) = 37.1 kcal per mole

***

[5]
The following is a quantum chemistry calculation of C28H25N7O2RuS8 as an isolated structure, from OMol25.

CARTESIAN COORDINATES (ANGSTROEM)
1 Ru -0.448 0.231 0.273
2 O 4.030 3.564 0.207
3 C 4.512 2.347 0.544
4 C 5.865 2.159 0.817
5 C 6.349 0.924 1.200
6 C 5.480 -0.153 1.337
7 C 4.139 0.032 1.062
8 C 3.629 1.263 0.641
9 C 2.194 1.350 0.293
10 O 1.466 0.348 0.722
11 N 1.715 2.304 -0.418
12 N 0.320 2.148 -0.642
13 C -0.153 3.325 -0.939
14 S 0.855 4.742 -0.777
15 C -0.306 5.885 -1.571
16 C -1.713 5.373 -1.351
17 S -1.695 3.597 -1.695
18 H 4.756 4.199 0.199
19 H 6.539 3.004 0.729
20 H 7.405 0.804 1.402
21 H 5.846 -1.119 1.657
22 H 3.444 -0.789 1.185
23 H -0.069 5.938 -2.633
24 H -0.164 6.867 -1.122
25 H -2.432 5.834 -2.028
26 H -2.037 5.523 -0.322
27 N -2.315 -3.548 -0.330
28 C -3.589 -3.019 -0.190
29 C -4.814 -3.650 -0.011
30 C -5.921 -2.829 0.012
31 C -5.800 -1.443 -0.167
32 C -4.577 -0.831 -0.343
33 C -3.437 -1.635 -0.313
34 N -2.072 -1.334 -0.489
35 C -1.476 -2.513 -0.515
36 C -0.063 -2.626 -0.843
37 C 0.704 -3.722 -1.084
38 S 2.288 -3.219 -1.481
39 C 1.830 -1.597 -1.285
40 N 0.579 -1.421 -0.965
41 H -2.065 -4.522 -0.315
42 H -4.897 -4.723 0.094
43 H -6.902 -3.264 0.146
44 H -6.694 -0.834 -0.172
45 H -4.513 0.230 -0.502
46 H 0.432 -4.764 -1.056
47 H 2.526 -0.784 -1.438
48 C 0.017 -2.612 2.595
49 C 0.002 -1.195 3.031
50 N -0.337 -0.121 2.333
51 C -0.165 0.962 3.170
52 C 0.245 0.540 4.386
53 N 0.336 -0.826 4.281
54 H -0.060 -2.663 1.515
55 H -0.816 -3.166 3.030
56 H 0.948 -3.097 2.890
57 H -0.307 1.961 2.825
58 H 0.478 1.074 5.289
59 H 0.626 -1.457 5.008
60 C -5.404 2.713 -0.818
61 S -5.616 2.456 0.959
62 C -4.175 3.237 1.591
63 C -2.889 2.838 1.481
64 S -2.505 1.357 0.618
65 S -1.734 3.946 2.176
66 C -2.839 5.099 2.868
67 S -2.337 6.396 3.721
68 S -4.475 4.702 2.504
69 H -6.293 2.289 -1.283
70 H -4.515 2.209 -1.195
71 H -5.358 3.775 -1.052

Orbital gap (spin up / spin down) = 6.00 / 5.94 eV
<S²> = 0.76
Total charge = +1
LUMO level (spin up / spin down) = -3.4 / -3.5 eV
HOMO energy (spin up / spin down) = -9.396 / -9.391 eV
Spin multiplicity = 2
Relative energy (zero: lowest compared OMol25 entry of this formula, charge and spin) = 89.9 kcal per mole

***

[6]
The following is a quantum chemistry calculation of C28H26BrCrN4O6 as an isolated structure, from OMol25.

CARTESIAN COORDINATES (ANGSTROEM)
1 Cr -1.506 1.264 0.914
2 O -0.382 4.754 1.915
3 C -0.411 3.609 2.286
4 O -0.349 2.572 1.454
5 C -0.484 3.229 3.756
6 C 0.511 2.111 4.125
7 C 0.659 2.039 5.652
8 C -0.664 1.333 6.051
9 C -1.338 1.185 4.682
10 O -0.220 0.917 3.825
11 C -1.827 2.573 4.220
12 C -2.950 2.540 3.193
13 O -3.935 3.220 3.352
14 O -2.806 1.726 2.165
15 H -0.295 4.142 4.316
16 H 1.442 2.127 3.561
17 H 0.776 3.024 6.102
18 H 1.525 1.436 5.921
19 H -1.268 1.913 6.749
20 H -0.474 0.356 6.491
21 H -2.068 0.386 4.589
22 H -2.232 3.136 5.058
23 Br 3.985 -1.572 -4.852
24 C 2.789 -2.618 -3.820
25 C 1.430 -2.568 -4.084
26 C 0.561 -3.356 -3.345
27 C 1.060 -4.205 -2.363
28 C 2.428 -4.265 -2.130
29 C 3.297 -3.452 -2.837
30 N 0.249 -5.192 -1.705
31 N -0.800 -4.911 -1.115
32 C -1.221 -3.550 -0.929
33 C -2.444 -3.163 -1.413
34 C -2.970 -1.882 -1.177
35 C -2.289 -0.987 -0.383
36 O -2.740 0.204 -0.027
37 C -1.033 -1.400 0.154
38 N -0.428 -0.478 0.962
39 C 0.706 -0.781 1.542
40 C 1.320 -2.034 1.362
41 C 0.737 -2.969 0.556
42 C -0.482 -2.666 -0.098
43 H 1.055 -1.933 -4.875
44 H -0.500 -3.333 -3.555
45 H 2.808 -4.970 -1.401
46 H 4.362 -3.489 -2.652
47 H -3.018 -3.876 -1.992
48 H -3.935 -1.600 -1.576
49 H 1.138 -0.026 2.183
50 H 2.246 -2.242 1.879
51 H 1.188 -3.944 0.433
52 C -0.319 1.018 -4.381
53 C 0.514 1.822 -3.374
54 C 1.966 1.329 -3.356
55 C 0.450 3.323 -3.682
56 C -0.055 1.597 -2.038
57 N -0.500 1.418 -1.001
58 H 0.107 1.151 -5.377
59 H -1.354 1.359 -4.397
60 H -0.308 -0.044 -4.134
61 H 2.399 1.455 -4.348
62 H 2.017 0.273 -3.091
63 H 2.564 1.896 -2.642
64 H 0.879 3.497 -4.669
65 H 1.016 3.897 -2.949
66 H -0.580 3.680 -3.682

Orbital gap (spin up / spin down) = 7.29 / 7.44 eV
<S²> = 0.76
LUMO level (spin up / spin down) = -0.9 / -0.8 eV
HOMO energy (spin up / spin down) = -8.201 / -8.215 eV
Spin multiplicity = 2
Relative energy (zero: lowest compared OMol25 entry of this formula, charge and spin) = 0.0 kcal per mole

***

[7]
The following is a quantum chemistry calculation of C28H26Cl2GaN4O2P2 as an isolated structure, from OMol25.

CARTESIAN COORDINATES (ANGSTROEM)
1 Ga -0.101 0.863 -0.830
2 Cl 0.009 0.091 -7.597
3 C -0.014 0.800 -6.023
4 C -0.223 -0.031 -4.928
5 C -0.238 0.514 -3.659
6 N -0.512 -0.162 -2.458
7 C -1.320 -1.216 -2.321
8 O -1.614 -2.103 -3.101
9 C -2.041 -1.140 -0.970
10 C -2.973 -2.090 -0.610
11 C -3.751 -1.871 0.515
12 C -3.594 -0.694 1.235
13 C -2.623 0.201 0.835
14 N -1.853 -0.027 -0.235
15 C -0.035 1.893 -3.469
16 C 0.152 2.716 -4.563
17 C 0.164 2.164 -5.841
18 Cl 0.399 3.224 -7.184
19 N 0.012 2.293 -2.109
20 C 0.054 3.564 -1.674
21 O -0.134 4.600 -2.279
22 C 0.492 3.609 -0.216
23 C 0.777 4.819 0.381
24 C 1.397 4.816 1.620
25 C 1.729 3.601 2.206
26 C 1.374 2.433 1.562
27 N 0.745 2.433 0.382
28 H -0.389 -1.088 -5.071
29 H -3.085 -2.958 -1.245
30 H -4.493 -2.599 0.816
31 H -4.212 -0.468 2.091
32 H -2.459 1.134 1.361
33 H 0.275 3.780 -4.440
34 H 0.538 5.723 -0.160
35 H 1.638 5.747 2.116
36 H 2.253 3.553 3.150
37 H 1.582 1.469 2.003
38 C 1.651 -1.998 -1.619
39 P 1.268 -1.078 -0.102
40 C 2.942 -0.746 0.546
41 C 0.493 -2.267 1.044
42 C 0.474 -3.620 0.689
43 C -0.136 -4.561 1.503
44 C -0.741 -4.159 2.684
45 C -0.699 -2.822 3.054
46 C -0.077 -1.865 2.256
47 P 0.235 -0.139 2.800
48 C 1.727 -0.427 3.847
49 C -0.988 0.195 4.123
50 H 0.786 -2.532 -2.008
51 H 2.472 -2.691 -1.435
52 H 1.961 -1.275 -2.374
53 H 3.372 -1.664 0.946
54 H 2.941 0.015 1.320
55 H 3.560 -0.396 -0.282
56 H 0.918 -3.959 -0.232
57 H -0.139 -5.602 1.210
58 H -1.222 -4.885 3.325
59 H -1.154 -2.527 3.988
60 H 1.488 -1.104 4.670
61 H 2.083 0.517 4.260
62 H 2.525 -0.877 3.257
63 H -1.287 -0.691 4.679
64 H -1.877 0.691 3.740
65 H -0.502 0.876 4.823

Orbital gap = 6.76 eV
Total charge = +1
LUMO level = -3.3 eV
HOMO energy = -10.080 eV

***

These records have total energy values of -72255.524 -51643.839 -87520.809 -343614.916 -133225.887 -146167.651 -135509.773 eV, in the order they appear.